A cluster of 2 separate species, C3H7N2O2 in total, computed with ωB97M-V/def2-TZVPD.

Last column: Mulliken charge in e.
Geometry (Å):
C1 1.471 -0.434 -0.343  -0.7297
N1 -0.450 0.229 1.640  -0.3213
C2 0.797 -0.268 1.882  0.1197
N2 1.729 -0.578 1.082  -0.6630
H1 0.552 -0.938 -0.649  0.2789
H2 2.322 -0.838 -0.887  0.3023
H3 1.358 0.615 -0.638  0.2528
H4 -0.894 0.354 0.713  0.3251
H5 -1.050 0.275 2.445  0.1981
H6 1.014 -0.400 2.942  0.3020
O1 -1.071 -0.287 -2.781  -0.6320
C3 -1.698 0.487 -2.049  -0.0937
O2 -1.596 0.670 -0.808  -0.6875
H7 -2.483 1.113 -2.550  0.3483

Results
Total charge   -1
Orbital gap   0.314 Ha
Spin multiplicity   1
E_HOMO   -0.166 Ha
Max |F|   0.41 eV Å⁻¹